*one*
ORCA calculation (the ωB97M-V functional and the def2-TZVPD basis) on a structure of composition CH4IN3.

Last column: Mulliken charge in e.
Atoms and positions in Å:
C (0.158, -0.273, -0.227)  -0.86
N (-2.135, 0.033, 0.026)  0.15
N (-3.087, 0.858, 0.152)  -0.53
N (-0.931, 0.508, 0.310)  -0.17
I (-4.950, -0.098, -0.029)  0.08
H (0.369, -0.449, -1.259)  0.30
H (0.953, 0.281, 0.139)  0.40
H (0.345, -1.164, 0.346)  0.31
H (-0.833, 1.579, 0.155)  0.32

Its spin multiplicity is 1. The HOMO energy is -9.090 eV.

*two*
ORCA calculation (the ωB97M-V functional and the def2-TZVPD basis) on an isolated molecule of CH4IN3.

Last column: Mulliken charge in e.
Atoms and positions in Å:
C (0.085, -0.142, -1.460)  -0.68
N (0.144, 0.582, 0.779)  -0.16
N (-0.250, 0.006, 2.172)  -0.45
N (0.294, -0.367, -0.036)  0.06
I (-0.059, 1.417, 3.590)  0.07
H (-0.433, 0.764, -1.478)  0.31
H (0.954, -0.002, -2.215)  0.23
H (-0.644, -0.953, -1.638)  0.29
H (-0.090, -1.303, 0.286)  0.33

Its spin multiplicity is 1. The HOMO energy (spin up / spin down) is -8.050 / -8.049 eV.

Last place for stability: *two*

*one*
ORCA calculation (the ωB97M-V functional and the def2-TZVPD basis) on the ion CH2NO3S with charge -1.

Last column: Mulliken charge in e.
Atoms and positions in Å:
C (1.437, -0.664, 0.477)  0.60
N (-0.179, -0.214, 0.993)  -0.15
O (1.885, 0.328, -0.016)  -0.63
O (1.670, -1.791, 0.771)  -0.57
O (-0.240, 1.193, 1.100)  -0.39
S (-1.531, -0.992, 0.270)  -0.22
H (0.192, 1.664, 0.325)  0.30
H (-1.213, -1.270, -1.043)  0.06

Its spin multiplicity is 1. The HOMO energy is -4.157 eV. The net charge is -1.

*two*
ORCA calculation (the ωB97M-V functional and the def2-TZVPD basis) on a structure of composition CH2NO3S.

Last column: Mulliken charge in e.
Atoms and positions in Å:
C (-0.064, -0.769, 0.958)  -0.34
N (0.541, 0.319, 0.934)  -0.38
O (-1.634, 1.361, 1.736)  -0.64
O (0.566, 2.482, 2.055)  -0.68
O (-0.092, 0.526, 3.406)  -0.64
S (-0.259, 1.261, 2.160)  1.08
H (0.149, -1.571, 0.248)  0.26
H (-0.980, -0.742, 1.485)  0.33

Its spin multiplicity is 1. The HOMO energy is -4.959 eV. The net charge is -1.

*three*
ORCA calculation (the ωB97M-V functional and the def2-TZVPD basis) on the ion CH2NO3S with charge -1.

Last column: Mulliken charge in e.
Atoms and positions in Å:
C (1.318, 0.501, -0.372)  -0.16
N (0.074, 0.193, 0.757)  -0.27
O (-2.391, -0.321, 1.108)  -0.57
O (-1.196, -1.681, -0.443)  -0.58
O (0.795, 1.462, 0.385)  -0.29
S (-1.570, -0.291, -0.117)  0.44
H (2.194, -0.154, 0.005)  0.21
H (0.775, 0.291, -1.322)  0.22

Its spin multiplicity is 1. The HOMO energy is -3.747 eV. The net charge is -1.

Last place for stability: *three*

*one*
ORCA calculation (the ωB97M-V functional and the def2-TZVPD basis) on a structure of composition CH2NO3S.

Last column: Mulliken charge in e.
Atoms and positions in Å:
C (0.537, 0.017, 2.000)  0.69
N (-1.018, 0.106, -1.624)  -0.59
O (0.668, 1.195, 2.002)  -0.53
O (0.360, -0.952, 2.656)  -0.54
O (0.883, -0.571, 0.307)  -0.48
S (0.671, 0.279, -0.964)  0.00
H (-1.128, -0.825, -1.997)  0.22
H (-0.975, 0.752, -2.380)  0.22

Its spin multiplicity is 1. The HOMO energy is -2.798 eV. The net charge is -1.

*two*
ORCA calculation (the ωB97M-V functional and the def2-TZVPD basis) on the ion CH2NO3S with charge -1.

Last column: Mulliken charge in e.
Atoms and positions in Å:
C (-0.694, 0.091, -0.703)  -0.31
N (-0.108, 0.590, 1.280)  -0.41
O (0.819, 0.080, -0.896)  -0.42
O (1.455, -1.356, 1.166)  -0.60
O (-0.947, 1.182, 0.219)  -0.29
S (1.363, 0.133, 0.767)  0.42
H (-0.762, -0.832, -0.040)  0.40
H (-1.126, 0.113, -1.794)  0.22

Its spin multiplicity is 1. The HOMO energy is -3.367 eV. The net charge is -1.

*three*
ORCA calculation (the ωB97M-V functional and the def2-TZVPD basis) on a cluster of 2 separate species, CH2NO3S in total.

Last column: Mulliken charge in e.
Atoms and positions in Å:
C (0.451, -0.099, -0.139)  -0.45
N (-1.871, -1.066, 0.030)  0.15
O (-1.981, -2.318, 0.282)  -0.54
O (-2.583, -0.437, -0.814)  -0.51
O (2.315, -1.715, -0.840)  -0.58
S (1.558, -1.198, 0.335)  0.27
H (0.241, 0.131, -1.218)  0.24
H (-0.099, 0.487, 0.479)  0.41

Its spin multiplicity is 1. The HOMO energy (spin up / spin down) is -3.238 / -3.239 eV. The net charge is -1.

Last place for stability: *three*

*one*
ORCA calculation (the ωB97M-V functional and the def2-TZVPD basis) on a cluster of 2 separate species, CH2NO3S in total.

Last column: Mulliken charge in e.
Atoms and positions in Å:
C (0.522, 0.113, -0.092)  0.38
N (-0.737, -0.063, -0.125)  0.56
O (-1.349, 1.037, -0.956)  -0.45
O (-1.376, -1.015, 0.332)  -0.75
O (1.360, -1.363, 1.016)  -0.69
S (1.496, 1.343, -0.579)  -0.59
H (0.596, -1.611, 1.567)  0.27
H (-0.511, 1.559, -1.163)  0.27

Its spin multiplicity is 1. The HOMO energy is -3.476 eV. The net charge is -1.

*two*
ORCA calculation (the ωB97M-V functional and the def2-TZVPD basis) on the ion CH2NO3S with charge -1.

Last column: Mulliken charge in e.
Atoms and positions in Å:
C (-3.001, -0.426, 0.217)  0.65
N (0.616, 0.715, 0.004)  -0.64
O (-2.678, -0.893, 1.240)  -0.55
O (-3.734, -0.531, -0.697)  -0.55
O (-1.991, 0.778, -0.395)  -0.44
S (-0.830, 1.627, 0.335)  0.01
H (0.610, 0.542, -0.943)  0.26
H (0.540, -0.202, 0.395)  0.26

Its spin multiplicity is 1. The HOMO energy is -3.546 eV. The net charge is -1.

Last place for stability: *one*

*one*
ORCA calculation (the ωB97M-V functional and the def2-TZVPD basis) on a structure of composition C5H14NO2.

Last column: Mulliken charge in e.
Atoms and positions in Å:
C (-0.623, 2.327, 2.730)  -0.90
N (-0.298, 0.979, -0.172)  -0.61
C (0.741, -1.143, -1.878)  -0.59
C (-0.022, 0.162, -1.545)  -0.73
C (-0.431, -0.146, 0.358)  0.36
C (0.656, -0.602, 1.255)  -0.48
O (0.309, -2.016, 2.146)  -0.58
H (-0.242, 2.053, 1.749)  0.15
H (-0.927, 3.371, 2.716)  0.31
H (-1.478, 1.698, 2.968)  0.22
H (0.167, 2.158, 3.462)  0.24
H (0.276, -1.364, -2.880)  -0.08
H (1.827, -1.056, -1.943)  0.27
H (0.470, -1.937, -1.178)  0.39
H (0.450, 0.926, -2.163)  0.29
H (-1.000, 0.034, -2.015)  0.41
H (-1.333, -0.769, 0.263)  0.43
H (1.288, -1.311, 0.740)  0.21
H (1.234, 0.258, 1.613)  0.42
H (-0.561, -1.753, -4.464)  0.11
H (0.303, -1.022, 2.474)  0.25
O (-0.804, -0.848, -4.236)  -1.09

Its spin multiplicity is 1. The HOMO energy is -2.924 eV. The net charge is -1.

*two*
ORCA calculation (the ωB97M-V functional and the def2-TZVPD basis) on a cluster of 2 separate species, C5H14NO2 in total.

Last column: Mulliken charge in e.
Atoms and positions in Å:
C (-0.010, -0.660, -1.891)  -0.63
O (-1.257, -1.138, -2.318)  -0.63
C (0.344, -1.211, -0.523)  -0.32
C (1.491, -0.509, 0.195)  -0.60
C (1.188, 0.945, 0.597)  -0.67
C (-0.191, 1.181, 1.218)  -0.54
N (-0.388, 0.477, 2.484)  -0.62
H (-0.069, 0.424, -1.808)  0.30
H (0.774, -0.881, -2.641)  0.32
H (0.518, -2.293, -0.576)  0.38
H (-0.567, -1.129, 0.068)  0.07
H (2.385, -0.514, -0.440)  0.31
H (1.735, -1.103, 1.077)  0.29
H (1.943, 1.257, 1.330)  0.34
H (1.299, 1.556, -0.297)  0.38
H (-0.994, 0.948, 0.512)  0.30
H (-0.269, 2.252, 1.414)  0.27
H (-0.720, -0.468, 2.333)  0.30
H (0.465, 0.406, 3.023)  0.24
H (-3.246, 0.184, -0.665)  0.16
H (-1.904, -0.401, -2.002)  0.41
O (-2.527, 0.678, -1.090)  -1.08

Its spin multiplicity is 1. The HOMO energy is -3.567 eV. The net charge is -1.

*three*
ORCA calculation (the ωB97M-V functional and the def2-TZVPD basis) on a cluster of 2 separate species, C5H14NO2 in total.

Last column: Mulliken charge in e.
Atoms and positions in Å:
C (-0.092, -0.913, 0.252)  -0.46
O (0.786, -1.829, 0.663)  -0.90
C (0.691, 0.552, 0.168)  0.37
C (-0.058, 1.814, -0.305)  -0.83
C (-1.553, 1.847, 0.122)  -0.35
C (-2.511, 1.089, -0.778)  -1.26
N (1.266, 0.745, 1.518)  -0.82
H (-0.867, -0.720, 1.024)  0.23
H (-0.397, -0.990, -0.809)  0.13
H (1.622, 0.391, -0.403)  0.14
H (0.042, 2.041, -1.362)  0.41
H (0.339, 2.706, 0.226)  0.32
H (-1.994, 2.848, 0.052)  0.37
H (-1.637, 1.530, 1.165)  0.28
H (-2.381, 1.539, -1.792)  0.30
H (-3.562, 1.049, -0.488)  0.34
H (-2.248, 0.088, -1.140)  0.33
H (0.673, 1.232, 2.183)  0.22
H (1.377, -0.199, 1.892)  0.28
H (1.294, -2.683, -0.437)  0.42
H (2.410, -2.492, -1.338)  0.26
O (1.604, -3.021, -1.400)  -0.77

Its spin multiplicity is 1. The HOMO energy is -3.288 eV. The net charge is -1.

Last place for stability: *one*